No. 1
{
  "formula": "C4H3FO",
  "method": "ωB97M-V/def2-TZVPD",
  "symbols": ["C", "C", "C", "O", "C", "F", "H", "H", "H"],
  "positions_angstrom": [[-0.6018, -0.6240, 1.9877], [-0.4553, -0.1616, 0.8814], [-0.1249, 0.3590, -0.4438], [0.0217, 1.8007, -0.4942], [1.1514, 1.0501, -0.7652], [2.2428, 1.2374, 0.0392], [-0.6345, -1.2336, 2.7694], [-0.4602, -0.1818, -1.3230], [1.3804, 0.7943, -1.8002]],
  "forces_ev_per_a": [[0.38, 1.96, -4.20], [0.38, -0.20, 0.23], [0.90, -0.11, 1.83], [0.12, -0.09, -1.19], [-0.20, -0.76, 0.62], [-1.17, -0.32, -0.57], [-0.32, -1.79, 3.11], [-0.85, 0.29, 0.15], [0.76, 1.02, 0.02]],
  "nbo_charge": [-0.177, -0.038, -0.052, -0.441, 0.455, -0.320, 0.216, 0.210, 0.148],
  "homo_lumo_gap_ev": 10.93,
  "e_homo_ev": -10.00,
  "energy_ev": -8957.6218,
  "total_charge": 0,
  "e_above_lowest_kj_mol": 260.99
}

---

No. 2
{
  "formula": "C2H3Cl2NO",
  "method": "ωB97M-V/def2-TZVPD",
  "symbols": ["H", "N", "C", "Cl", "C", "O", "Cl", "H", "H"],
  "positions_angstrom": [[-1.9194, 1.5492, 0.6935], [-1.3780, 0.6477, 0.7175], [-0.3049, 0.8111, 0.0865], [0.3231, 2.2946, -0.3717], [0.5307, -0.4804, -0.4070], [-0.1529, -1.6073, -0.3633], [2.3475, -0.9420, 0.3581], [1.0123, -0.4598, -1.3267], [-0.4584, -1.8130, 0.6132]],
  "forces_ev_per_a": [[0.67, -1.01, 0.67], [-0.50, 0.75, -0.92], [0.90, -2.67, 0.33], [0.72, 1.22, -0.67], [0.61, 0.27, 1.93], [-1.74, -1.49, 3.09], [-1.29, 1.03, 0.32], [-0.01, 1.14, -1.98], [0.62, 0.76, -2.77]],
  "nbo_charge": [0.367, -0.592, 0.170, 0.049, 0.195, -0.652, -0.252, 0.214, 0.501],
  "homo_lumo_gap_ev": 10.60,
  "e_homo_ev": -10.73,
  "energy_ev": -30703.7032,
  "total_charge": 0,
  "e_above_lowest_kj_mol": 174.91
}

---

No. 3
{
  "formula": "C11H18",
  "method": "ωB97M-V/def2-TZVPD",
  "symbols": ["C", "C", "C", "C", "H", "H", "H", "H", "H", "H", "H", "H", "H", "H", "C", "C", "C", "C", "C", "C", "C", "H", "H", "H", "H", "H", "H", "H", "H"],
  "positions_angstrom": [[-2.3267, 1.1509, 0.6650], [-2.0014, 2.4712, -0.1283], [-2.5075, 1.2381, 2.1901], [-3.6282, 0.7223, -0.2165], [-1.4975, 0.4525, 0.6101], [-1.6069, 3.2395, 0.5542], [-2.8199, 2.9140, -0.4907], [-3.3809, 1.9414, 2.4665], [-2.6394, 0.3254, 2.7011], [-1.5459, 1.7035, 2.5697], [-3.4259, 0.9933, -1.3136], [-4.1205, -0.3509, 0.1186], [-4.3423, 1.4466, -0.0794], [-1.2673, 2.2165, -0.9421], [4.3611, -2.3544, -0.2008], [0.7709, -0.3824, -1.0094], [1.9634, 0.3662, -0.9329], [0.6074, -1.7553, -0.7222], [3.1228, -0.3213, -0.5581], [1.7596, -2.4747, -0.4194], [2.9888, -1.7230, -0.4270], [-0.0182, 0.0931, -1.5347], [2.0475, 1.4094, -1.4257], [-0.3608, -2.2135, -0.5794], [4.0165, 0.2060, -0.6009], [1.6864, -3.4537, 0.0444], [4.9534, -1.9560, 0.6128], [5.0337, -2.4463, -1.0530], [4.1780, -3.4585, 0.1017]],
  "forces_ev_per_a": [[-1.76, 0.04, -1.62], [4.32, -1.86, 2.54], [-0.30, 3.56, -0.50], [1.89, -3.08, 0.75], [0.03, -0.19, -0.92], [0.57, -0.24, -0.22], [-3.33, 1.38, -1.69], [1.25, -0.95, -0.24], [-0.22, -1.28, 0.25], [-1.12, -0.43, -0.15], [0.09, -1.75, 1.23], [1.39, 2.53, -1.48], [-2.06, 1.71, 1.22], [-0.68, 0.50, 0.80], [-1.28, -3.34, 0.58], [0.74, 1.77, -0.95], [-1.08, -0.34, -1.26], [0.31, -0.33, 0.85], [-2.59, 0.22, -0.21], [2.10, 2.32, 0.61], [1.17, -1.91, 0.45], [-1.09, 0.65, -0.21], [-0.46, -1.53, 1.16], [-0.28, 0.07, -0.20], [1.80, 0.34, 0.10], [0.38, -0.25, -0.53], [0.00, 0.63, 0.38], [-0.16, 0.38, -0.37], [0.37, 1.37, -0.38]],
  "nbo_charge": [-0.234, -0.615, -0.619, -0.626, 0.228, 0.194, 0.180, 0.177, 0.207, 0.210, 0.214, 0.197, 0.179, 0.228, -0.624, -0.341, -0.215, -0.376, -0.434, -0.259, -0.096, 0.166, 0.173, 0.175, 0.181, 0.187, 0.178, 0.187, 0.176],
  "homo_lumo_gap_ev": [2.34, 6.99],
  "e_homo_ev": [1.01, -3.81],
  "energy_ev": -11695.4334,
  "total_charge": -1,
  "e_above_lowest_kj_mol": 235.60,
  "multiplicity": 2
}

---

No. 4
{
  "formula": "C3H9N2O2",
  "method": "ωB97M-V/def2-TZVPD",
  "symbols": ["N", "C", "O", "O", "H", "H", "C", "C", "N", "H", "H", "H", "H", "H", "H", "H"],
  "positions_angstrom": [[-3.1650, -0.0310, -0.4101], [-1.7884, -0.0558, -0.1911], [-1.1329, -0.8207, -0.9720], [-1.3431, 0.7061, 0.7204], [-3.6117, 0.7975, -0.0531], [-3.4384, -0.3566, -1.2865], [1.9187, 0.4642, -0.7058], [1.5327, 0.1923, 0.7612], [0.9391, -1.1262, 0.8290], [0.9887, 0.4614, -1.3050], [2.3327, 1.4864, -0.8069], [2.7105, -0.2522, -1.0676], [2.4314, 0.2572, 1.4151], [0.8282, 0.9632, 1.0539], [0.7208, -1.5117, 1.7700], [0.0769, -1.1744, 0.2485]],
  "forces_ev_per_a": [[-0.34, 0.47, 1.58], [1.27, 0.72, -0.04], [-0.64, 0.39, 0.58], [-0.76, -0.79, -0.85], [-0.06, -0.05, -0.12], [-0.50, -0.44, -1.44], [0.45, 0.32, 0.07], [0.48, -0.15, -0.16], [-0.08, -1.54, 0.63], [0.59, -0.45, 0.11], [-0.03, -0.30, 0.12], [-1.03, 0.51, 0.19], [-0.37, -0.14, -0.30], [-0.10, 0.27, 0.19], [0.31, 0.99, -0.89], [0.80, 0.19, 0.32]],
  "nbo_charge": [-0.894, 0.855, -0.825, -0.812, 0.363, 0.363, -0.618, -0.215, -0.907, 0.241, 0.172, 0.183, 0.141, 0.201, 0.336, 0.416],
  "homo_lumo_gap_ev": 8.43,
  "e_homo_ev": -4.02,
  "energy_ev": -10334.0507,
  "total_charge": -1,
  "e_above_lowest_kj_mol": 31.29
}

---

No. 5
{
  "formula": "C5H5NOS",
  "method": "ωB97M-V/def2-TZVPD",
  "symbols": ["C", "C", "N", "C", "O", "C", "C", "S", "H", "H", "H", "H", "H"],
  "positions_angstrom": [[1.9185, 1.1635, 0.0232], [0.5948, 1.4325, -0.1017], [-0.1623, 0.2879, -0.2533], [-1.5585, 0.0181, 0.0942], [-1.6557, -1.3533, -0.2416], [-0.3780, -1.9351, 0.0034], [0.5208, -0.8612, -0.1532], [2.2232, -0.5759, -0.0237], [2.8652, 1.6514, -0.0288], [0.0160, 2.2999, -0.1924], [-1.7377, 0.2878, 1.2413], [-2.2094, 0.5224, -0.5979], [-0.4369, -2.9379, 0.2304]],
  "forces_ev_per_a": [[-0.71, -0.68, -0.24], [1.19, -1.22, -0.01], [-0.81, 1.43, -0.33], [0.47, -0.19, 0.81], [-0.23, 0.25, 0.84], [1.05, 4.62, -0.88], [-0.83, -4.83, 1.24], [-0.17, -0.18, -0.09], [-0.18, 1.23, 0.14], [-0.02, 1.55, 0.06], [0.13, -0.70, -1.97], [-0.51, 0.53, 0.23], [0.63, -1.80, 0.21]],
  "nbo_charge": [-0.428, -0.019, -0.422, 0.125, -0.513, -0.064, -0.046, 0.355, 0.244, 0.221, 0.141, 0.192, 0.214],
  "homo_lumo_gap_ev": 7.47,
  "e_homo_ev": -6.67,
  "energy_ev": -19636.0668,
  "total_charge": 0,
  "e_above_lowest_kj_mol": 282.22
}

---

No. 6
{
  "formula": "C19H64O13",
  "method": "ωB97M-V/def2-TZVPD",
  "symbols": ["C", "C", "C", "O", "H", "H", "H", "H", "H", "H", "H", "H", "C", "C", "C", "O", "H", "H", "H", "H", "H", "H", "H", "H", "C", "C", "C", "O", "H", "H", "H", "H", "H", "H", "H", "H", "C", "O", "H", "H", "H", "H", "C", "O", "H", "H", "H", "H", "C", "O", "H", "H", "H", "H", "C", "O", "H", "H", "H", "H", "C", "O", "H", "H", "H", "H", "C", "O", "H", "H", "H", "H", "C", "O", "H", "H", "H", "H", "C", "O", "H", "H", "H", "H", "C", "O", "H", "H", "H", "H", "C", "O", "H", "H", "H", "H"],
  "positions_angstrom": [[-0.8126, 2.8071, -4.9169], [-0.9130, 1.6508, -3.9933], [-1.8516, 0.6187, -4.5363], [0.3334, 0.8723, -3.9734], [-1.8300, 3.1755, -5.1087], [-0.4778, 2.4490, -5.8719], [-0.2185, 3.5807, -4.4591], [-1.2534, 1.9888, -3.0337], [-1.4542, 0.2814, -5.5199], [-2.9163, 0.9863, -4.6976], [-1.9187, -0.2913, -3.9584], [1.0392, 1.5525, -3.7946], [-1.0231, 3.4441, 4.0460], [-1.3599, 1.9431, 3.9241], [-2.8144, 1.6377, 4.2987], [-1.0529, 1.4788, 2.6039], [0.0995, 3.5452, 3.8753], [-1.1748, 3.6758, 5.0642], [-1.7508, 4.0685, 3.4910], [-0.7634, 1.3919, 4.6683], [-3.5686, 2.1541, 3.7247], [-2.9447, 1.8630, 5.3731], [-3.0166, 0.5497, 4.1449], [-0.0798, 1.4429, 2.4295], [0.4184, 0.3541, -0.4297], [0.2924, -1.1630, -0.6714], [-0.6441, -1.5503, -1.7617], [1.6315, -1.6164, -0.8965], [1.1058, 0.5641, 0.4198], [-0.6041, 0.7021, -0.3337], [0.7895, 0.8670, -1.3552], [-0.1055, -1.6042, 0.3359], [-0.7057, -2.6729, -1.7394], [-0.1763, -1.3431, -2.7331], [-1.6687, -1.1181, -1.6176], [1.5835, -2.5988, -0.8900], [-5.1525, -1.3706, 0.3325], [-4.8699, -0.5958, 1.5398], [-4.4007, -2.1206, 0.1460], [-6.1126, -1.8474, 0.5069], [-5.3129, -0.7911, -0.5611], [-3.9644, -0.2456, 1.3030], [-3.2447, 2.0296, -0.1885], [-2.9698, 0.8040, 0.4332], [-3.4282, 2.8447, 0.5120], [-2.3550, 2.3027, -0.7581], [-4.0715, 1.8044, -0.9106], [-2.3806, 0.9530, 1.1983], [4.6834, -0.6464, -1.6782], [3.6737, 0.0413, -0.9546], [4.3306, -1.0752, -2.6078], [5.4636, 0.0622, -1.8257], [5.1198, -1.4711, -1.1058], [2.8518, -0.5188, -0.9484], [3.9743, 2.7121, -3.2802], [2.6794, 2.4385, -2.7976], [4.5345, 3.4006, -2.6301], [4.5967, 1.8649, -3.5645], [3.8748, 3.3021, -4.1871], [2.6332, 1.7214, -2.1452], [4.9261, -0.2897, 2.1794], [3.9329, 0.5250, 1.6266], [5.2706, -1.0600, 1.4904], [5.8071, 0.4204, 2.3453], [4.5790, -0.5790, 3.2067], [3.7943, 0.2544, 0.6902], [1.5450, -4.6833, 0.4738], [1.1096, -4.3462, -0.8561], [1.4753, -5.7488, 0.7775], [2.6130, -4.5340, 0.4501], [1.0334, -4.0893, 1.2108], [0.1550, -4.5282, -0.8876], [1.4874, -0.3365, 3.4752], [1.6465, 0.9244, 2.9255], [0.6825, -0.8702, 2.9925], [2.3932, -0.9489, 3.3830], [1.3008, -0.1954, 4.5549], [2.5333, 0.8445, 2.5176], [-2.3466, -2.1267, 2.8081], [-3.5938, -2.0802, 3.5240], [-2.4898, -2.4562, 1.7683], [-1.7760, -1.2215, 2.8126], [-1.7644, -3.0338, 3.2234], [-4.2491, -1.6263, 2.9421], [-1.9261, -6.4341, -1.4681], [-1.5109, -5.1409, -0.9974], [-3.0346, -6.5698, -1.3616], [-1.6575, -6.4851, -2.5391], [-1.4099, -7.2355, -0.8701], [-2.1490, -4.8049, -0.3483], [1.6340, 4.6630, 0.2585], [2.8910, 4.1442, -0.1804], [0.8407, 4.0234, -0.1146], [1.6013, 4.6408, 1.3725], [1.3616, 5.6095, -0.1893], [2.9473, 4.0887, -1.1322]],
  "forces_ev_per_a": [[-1.01, 0.30, -0.06], [0.49, -2.16, -0.80], [-1.86, -0.26, -1.48], [0.41, 2.38, 0.85], [0.21, 0.25, 0.24], [0.68, 0.11, -0.47], [0.40, 0.45, -0.31], [0.24, 0.01, 0.99], [-0.33, 0.35, 0.44], [1.27, -0.25, 0.22], [0.10, -0.04, 0.51], [-0.48, -1.07, -0.16], [0.81, -1.17, -0.50], [0.03, 0.56, -0.03], [0.42, -1.21, 0.09], [-0.25, -0.33, -0.38], [-1.61, 0.41, -0.35], [-0.13, 0.52, 1.39], [0.93, -0.25, -0.23], [0.18, 0.09, -0.31], [-0.07, 0.50, -0.27], [-0.06, -0.08, -0.52], [0.17, 0.67, 0.27], [-0.60, 0.14, 0.58], [0.26, -0.31, -1.05], [0.22, 1.00, 2.53], [-0.36, -1.54, -0.55], [-0.61, -0.87, 0.06], [-0.79, 0.03, -0.44], [-0.01, 0.42, 0.65], [-0.09, -0.55, 0.65], [0.71, 0.51, -1.46], [-0.36, 0.92, -0.04], [-0.46, 0.47, 0.16], [0.97, -0.28, -0.28], [0.19, 0.22, -0.28], [-1.01, 0.19, 1.44], [0.92, -0.76, -1.66], [0.36, -0.30, -0.02], [0.00, -0.32, 0.12], [0.34, 0.72, -0.25], [-1.27, 0.34, 0.38], [-0.04, -0.24, -1.15], [0.65, -0.63, 0.98], [-0.49, -0.11, -0.01], [-0.03, 0.30, -0.30], [0.52, 0.71, 0.76], [0.25, 0.21, -0.14], [-0.14, -0.48, 0.68], [-0.66, -0.25, -0.32], [-0.19, 0.19, -0.33], [0.66, 0.51, -0.47], [-0.13, -0.05, 0.17], [0.42, -0.02, -0.07], [0.49, 0.89, -0.24], [-0.60, -0.17, -0.09], [0.00, -0.51, 0.32], [-0.19, -0.34, 0.38], [-0.37, -0.06, -0.27], [0.74, 0.13, -0.02], [1.46, 2.00, 1.41], [-0.82, -0.22, -0.55], [-0.28, -0.42, 0.39], [-0.65, -1.19, -0.01], [0.56, -0.50, -1.04], [0.07, 0.47, 0.07], [0.45, -0.82, -0.68], [0.07, -0.43, 0.86], [-0.56, 0.33, -0.59], [0.33, 0.55, 0.37], [0.00, 0.41, 0.42], [-0.05, -0.13, -0.26], [-0.01, -0.69, 1.44], [0.58, 0.66, -0.60], [-0.48, -0.30, 0.02], [-0.11, 0.09, -0.06], [-0.22, -0.51, -0.29], [-0.01, 0.82, -0.57], [-0.53, -2.94, 0.46], [0.52, 0.35, -0.71], [-0.20, 0.40, -0.11], [0.38, 0.65, 0.28], [-0.57, 1.71, -0.20], [0.47, -0.16, 0.30], [-0.26, -0.44, 0.34], [-0.60, 0.04, 0.27], [0.98, 0.15, -0.14], [-0.09, -0.15, 0.63], [-0.46, 0.66, -0.73], [0.30, -0.22, -0.30], [-0.06, -1.03, -0.20], [0.13, 0.45, 0.99], [-0.34, -0.54, 0.21], [0.19, 0.29, -0.96], [0.45, 0.75, 0.32], [-0.45, -0.03, -0.36]],
  "mulliken_charge": [-1.599, 1.602, -1.438, -0.507, 0.405, 0.355, 0.433, -0.328, 0.332, 0.346, 0.237, 0.254, -1.434, 0.812, -1.387, 0.112, 0.236, 0.489, 0.284, 0.098, 0.319, 0.427, 0.240, -0.147, 0.519, 1.878, -0.922, -0.680, 0.184, -0.502, -0.708, -0.568, -0.030, 0.245, 0.203, 0.424, -0.478, -0.601, 0.082, 0.299, 0.269, 0.629, -0.481, -0.294, 0.259, 0.003, 0.244, 0.011, -0.914, -0.381, 0.284, 0.293, 0.309, 0.449, -0.805, -0.414, 0.288, 0.268, 0.324, 0.307, -0.680, -0.527, 0.232, 0.234, 0.302, 0.486, -0.603, -0.604, 0.289, 0.277, 0.195, 0.361, -0.545, -0.485, 0.006, 0.336, 0.224, 0.459, 0.105, -0.656, -0.006, -0.165, 0.277, 0.468, -0.675, -0.426, 0.274, 0.257, 0.246, 0.232, -0.365, -0.491, 0.033, 0.177, 0.371, 0.252],
  "homo_lumo_gap_ev": 10.16,
  "e_homo_ev": -9.84,
  "energy_ev": -47354.2781,
  "total_charge": 0,
  "e_above_lowest_kj_mol": 84.42
}